{"formula": "C3H4O2S", "method": "ωB97M-V with the def2-TZVPD basis set", "species": ["C", "C", "C", "O", "O", "S", "H", "H", "H", "H"], "xyz": [[-0.35, -0.22, -2.40], [0.99, 0.28, 1.52], [-1.15, -0.85, -1.68], [0.24, 0.46, -3.09], [0.61, 1.52, 3.76], [0.22, 1.45, 2.40], [1.82, -0.37, 1.75], [0.49, 0.26, 0.58], [-1.90, -1.47, -2.22], [-0.98, -1.05, -0.62]], "e_lumo_ev": -0.229, "e_homo_ev": -9.726, "orbital_gap_ha": 0.3490, "charge": 0, "e_above_lowest_kcal_mol": 71.81}